DFT (ωB97M-V with the def2-TZVPD basis set) results for C4H8O in the gas phase.

Structure (XYZ):
```
13
Properties=species:S:1:pos:R:3:forces:R:3
C -1.47828 0.60191 0.16836 -0.1 0.2 0.0
C -0.65549 -0.68545 0.09291 0.1 -0.2 0.0
C 0.64393 -0.34579 -0.60153 -0.6 0.4 0.0
C 1.77192 0.16715 0.16859 0.2 0.1 0.1
O 1.81011 -1.11962 -0.45765 0.1 -0.2 0.2
H -2.47883 0.40614 0.55401 0.0 0.1 0.0
H -0.99014 1.33316 0.82796 -0.1 -0.2 -0.1
H -1.58390 1.09199 -0.81081 0.0 -0.3 0.2
H -1.19306 -1.47846 -0.44689 0.1 0.2 0.0
H -0.47298 -1.07063 1.10616 0.1 0.1 -0.2
H 0.48345 0.03771 -1.61253 0.2 0.0 0.1
H 2.42083 0.93743 -0.24696 0.0 -0.3 0.0
H 1.72243 0.12445 1.25837 0.0 0.1 -0.2
```
Positions in Å, forces in eV/Å.

Computed properties:
Energy relative to the best compared isomer or geometry (same formula, charge and spin) (eV): 1.251
Net charge: 0
Energy (eV): -6323.9167
Orbital gap (eV): 11.40

The molecule's Löwdin atomic charges, reported in e, are given here: number 1, C, carries -0.11; number 2, C, carries -0.21; number 3, C, carries -0.36; number 4, C, carries -0.11; number 5, O, carries -0.03; number 6, H, carries 0.07; number 7, H, carries 0.08; number 8, H, carries 0.08; number 9, H, carries 0.11; number 10, H, carries 0.12; number 11, H, carries 0.15; number 12, H, carries 0.11; number 13, H, carries 0.12